Record 1
37
Properties=species:S:1:pos:R:3:lowdin_charge:R:1 method="wB97M-V/def2-TZVPD" homo_energy_ev=-1.77 relative_energy_kj_mol=208.54 gap_ev=4.449 e_lumo_ev=2.68 charge=-1
Al -0.848 0.565 -0.306 -0.69
Cl -0.456 2.734 -0.487 0.27
Cl -2.615 -0.465 0.612 0.26
C -2.046 0.603 -1.883 -0.29
H -2.961 -0.012 -1.921 0.03
H -2.224 1.655 -2.172 0.04
C 0.801 -0.460 -0.989 -0.17
C -0.717 -0.026 -2.270 -0.30
H 1.394 -0.261 -0.051 0.05
C 0.056 0.845 -3.263 -0.23
H -0.802 -1.070 -2.608 0.12
C 1.193 0.106 -3.993 -0.22
H -0.662 1.247 -4.006 0.11
H 0.443 1.702 -2.686 0.07
C 2.253 -0.520 -3.074 -0.24
H 0.753 -0.698 -4.602 0.10
H 1.686 0.806 -4.675 0.09
C 1.612 -1.297 -1.884 -0.36
H 2.926 -1.201 -3.647 0.09
H 2.908 0.263 -2.632 0.10
H 1.036 -2.153 -2.298 0.08
H 2.448 -1.740 -1.312 0.09
C -0.532 -0.319 4.796 -0.05
N -0.494 0.389 3.533 -0.12
C -0.907 1.785 3.460 -0.01
C -0.095 -0.187 2.404 -0.45
C 0.087 -1.666 2.256 0.00
O 0.053 0.609 1.405 -0.12
H -0.839 0.392 5.569 0.08
H 0.458 -0.715 5.052 0.09
H -1.235 -1.162 4.784 0.10
H -0.144 2.378 2.947 0.10
H -1.836 1.870 2.878 0.10
H -1.060 2.127 4.478 0.08
H -0.832 -2.105 1.815 0.07
H 0.909 -1.866 1.557 0.09
H 0.290 -2.150 3.213 0.06


Record 2
103
Properties=species:S:1:pos:R:3:lowdin_charge:R:1 method="wB97M-V/def2-TZVPD" homo_energy_ev=-8.82 relative_energy_kj_mol=125.66 gap_ev=8.702 e_lumo_ev=-0.11 charge=0
C -7.085 4.284 -7.763 -0.13
C -6.362 3.033 -7.871 -0.33
O -5.663 2.796 -6.642 -0.09
H -7.950 4.199 -7.084 0.09
H -7.476 4.633 -8.748 0.05
H -6.502 5.121 -7.365 0.09
H -5.670 3.268 -8.691 0.09
H -7.048 2.195 -8.183 0.13
H -6.217 3.226 -5.973 0.10
C -7.725 2.949 -11.610 -0.06
C -6.595 2.172 -12.329 -0.28
O -6.793 0.788 -12.070 -0.12
H -7.515 2.948 -10.548 0.05
H -8.694 2.475 -11.912 0.06
H -7.696 4.009 -11.946 0.07
H -5.560 2.620 -12.221 0.10
H -6.618 2.229 -13.428 0.07
H -6.510 0.512 -11.210 0.01
C -7.923 -0.195 -16.428 -0.05
C -7.351 0.374 -15.154 -0.34
O -7.026 -0.667 -14.254 -0.11
H -8.803 -0.592 -16.075 0.03
H -7.328 -1.007 -16.798 0.08
H -8.091 0.565 -17.179 0.08
H -8.067 0.993 -14.598 0.09
H -6.463 0.980 -15.337 0.09
H -6.742 -0.249 -13.398 0.03
C -6.036 -2.367 -11.248 -0.07
C -4.881 -3.360 -11.299 -0.27
O -3.653 -2.635 -11.254 -0.10
H -6.087 -1.795 -12.174 0.07
H -6.037 -1.724 -10.380 0.05
H -6.970 -2.987 -11.186 0.10
H -4.845 -3.919 -12.241 0.12
H -5.044 -4.031 -10.489 0.10
H -3.274 -2.532 -12.115 0.09
C -5.922 6.458 -14.973 -0.09
C -5.573 5.691 -13.739 -0.32
O -5.491 4.330 -14.138 -0.08
H -6.127 7.486 -14.674 0.07
H -6.920 6.178 -15.326 0.06
H -5.226 6.446 -15.849 0.10
H -6.494 5.803 -13.148 0.10
H -4.767 6.120 -13.220 0.09
H -6.327 4.139 -14.529 0.01
C -10.109 5.288 -9.382 -0.64
O -9.657 4.008 -9.580 -0.08
N -11.368 5.568 -9.175 0.11
N -9.441 6.348 -9.665 0.19
H -12.024 4.795 -8.982 0.15
H -11.587 6.449 -8.604 0.17
H -8.425 6.139 -9.797 0.09
H -9.791 7.272 -9.355 0.14
C -4.603 0.080 -8.964 -0.60
O -5.418 0.541 -9.917 -0.08
N -3.957 -1.027 -9.104 0.18
N -4.248 0.774 -7.880 0.16
H -4.099 -1.528 -9.966 0.05
H -3.177 -1.266 -8.445 0.15
H -4.679 1.711 -7.637 0.08
H -3.907 0.226 -7.082 0.12
C -10.535 0.501 -13.126 -0.16
O -11.106 -0.498 -13.965 -0.11
H -10.491 1.465 -13.645 0.05
H -9.496 0.204 -12.814 0.09
H -11.103 0.692 -12.205 0.07
H -10.536 -1.199 -14.287 0.07
C -4.082 0.943 -13.814 -0.19
O -3.760 -0.256 -14.377 -0.08
H -4.650 0.787 -12.941 0.05
H -4.701 1.503 -14.553 0.08
H -3.213 1.565 -13.587 0.09
H -3.976 -0.170 -15.296 0.07
C -3.480 3.623 -10.904 -0.17
O -2.618 4.399 -10.081 -0.10
H -3.803 4.090 -11.906 0.10
H -4.359 3.301 -10.456 0.01
H -2.922 2.718 -11.165 0.09
H -3.163 4.929 -9.495 0.05
C -5.706 5.823 -10.451 -0.18
O -6.704 6.745 -10.194 -0.12
H -6.100 4.888 -11.028 0.10
H -5.175 5.423 -9.553 0.07
H -4.988 6.332 -11.091 0.08
H -6.366 7.581 -9.853 0.11
C -9.386 0.341 -9.599 -0.15
O -9.322 -0.995 -10.055 -0.10
H -8.473 0.660 -9.120 0.06
H -10.100 0.344 -8.823 0.07
H -9.702 1.122 -10.253 0.04
H -10.032 -1.465 -9.599 0.08
C -11.168 3.761 -12.074 -0.17
O -12.015 4.820 -11.630 -0.13
H -10.146 4.149 -12.206 0.07
H -11.590 3.375 -12.929 0.05
H -11.147 2.869 -11.514 0.04
H -11.709 5.242 -10.775 0.01
C -8.959 3.695 -14.779 -0.17
O -7.780 3.651 -15.488 -0.12
H -9.905 3.384 -15.393 0.14
H -9.083 4.710 -14.474 0.07
H -8.968 3.136 -13.897 0.01
H -7.983 3.990 -16.370 0.11


Record 3
12
Properties=species:S:1:pos:R:3:lowdin_charge:R:1 method="wB97M-V/def2-TZVPD" homo_energy_ev=-9.66 relative_energy_kj_mol=147.69 gap_ev=7.942 e_lumo_ev=-1.72 charge=0
H 1.472 2.326 0.076 0.06
N 1.709 1.340 0.015 0.17
C 0.649 0.645 -0.045 -0.35
N -0.640 1.248 -0.038 0.13
C -1.659 0.504 0.038 -0.12
C -1.505 -0.922 -0.016 -0.11
N -0.381 -1.503 0.015 0.12
C 0.822 -0.846 -0.018 -0.40
N 1.943 -1.444 0.026 0.19
H 2.658 -0.705 -0.075 0.06
H -2.662 0.904 0.127 0.11
H -2.406 -1.547 -0.105 0.12


Record 4
69
Properties=species:S:1:pos:R:3:lowdin_charge:R:1 method="wB97M-V/def2-TZVPD" homo_energy_ev="-14.21 / -14.21" multiplicity=2 s_squared=0.7547 relative_energy_kj_mol=0.00 gap_ev="6.473 / 6.549" e_lumo_ev="-7.74 / -7.66" charge=+2
Ti 0.640 0.763 1.793 0.86
F -0.374 -1.417 -3.549 0.13
C -0.190 -0.185 -3.075 -0.21
C 0.310 -0.036 -1.788 -0.12
C 0.467 1.263 -1.387 -0.16
F 0.988 1.540 -0.109 -0.07
C 0.171 2.378 -2.139 -0.14
F 0.355 3.600 -1.649 0.14
C -0.332 2.182 -3.417 -0.11
F -0.638 3.216 -4.169 0.18
C -0.514 0.888 -3.890 -0.12
F -0.995 0.695 -5.099 0.18
Ge 0.803 -1.697 -0.849 0.81
S 1.269 -1.338 1.322 0.41
C 2.353 -2.358 -1.783 -0.14
C 3.533 -1.640 -1.676 -0.22
F 3.542 -0.507 -0.940 0.05
C 4.696 -2.021 -2.309 -0.13
F 5.807 -1.311 -2.179 0.15
C 4.679 -3.162 -3.102 -0.11
F 5.775 -3.540 -3.724 0.18
C 3.508 -3.891 -3.257 -0.13
F 3.491 -4.959 -4.034 0.17
C 2.361 -3.477 -2.600 -0.21
F 1.240 -4.173 -2.795 0.12
C -0.722 -2.888 -0.758 -0.16
C -2.036 -2.498 -0.938 -0.23
F -2.331 -1.205 -1.191 0.08
C -3.087 -3.389 -0.838 -0.14
F -4.341 -2.973 -1.007 0.14
C -2.825 -4.719 -0.546 -0.11
F -3.821 -5.575 -0.451 0.18
C -1.519 -5.141 -0.330 -0.12
F -1.271 -6.401 -0.030 0.17
C -0.496 -4.215 -0.423 -0.23
F 0.752 -4.611 -0.162 0.11
C 3.338 3.992 2.967 -0.02
C 3.621 2.592 2.493 -0.32
C 3.961 2.448 1.035 -0.02
O 2.340 1.768 2.691 -0.22
H 4.250 4.581 2.864 0.11
H 3.047 4.009 4.016 0.09
H 2.563 4.464 2.361 0.10
H 4.340 2.080 3.130 0.16
H 3.231 2.957 0.404 0.09
H 4.050 1.402 0.739 0.08
H 4.927 2.924 0.868 0.12
O 1.270 0.532 3.990 0.01
N 2.232 1.226 3.958 0.09
C -2.018 3.607 1.056 0.01
N -2.923 2.523 1.438 -0.10
C -4.286 2.941 1.792 0.00
C -2.451 1.308 1.686 -0.39
O -1.157 1.180 1.896 -0.16
N -3.195 0.217 1.742 -0.08
C -2.653 -1.012 2.331 0.02
C -4.481 0.084 1.047 0.00
H -2.579 4.316 0.451 0.11
H -1.195 3.230 0.456 0.07
H -1.632 4.125 1.936 0.11
H -4.210 3.886 2.328 0.11
H -4.745 2.213 2.452 0.10
H -4.903 3.086 0.907 0.11
H -2.039 -1.559 1.612 0.08
H -3.493 -1.635 2.630 0.11
H -2.065 -0.787 3.217 0.10
H -4.592 0.869 0.305 0.10
H -5.316 0.109 1.747 0.11
H -4.484 -0.872 0.529 0.09


Record 5
87
Properties=species:S:1:pos:R:3:lowdin_charge:R:1 method="wB97M-V/def2-TZVPD" homo_energy_ev=-8.47 smiles="C/C(Cl)=C(/Cl)c1c(C[SH](=O)=O)cc(Cc2cccc(C)c2)c2nccnc12.O=[N+]([O-])c1ccccc1.O=[N+]([O-])c1ccccc1.O=[N+]([O-])c1ccccc1" gap_ev=6.883 e_lumo_ev=-1.59 charge=0
C 0.672 -2.459 -0.074 -0.10
C 0.730 -3.136 -1.519 -0.60
Cl 2.040 -4.405 -1.781 0.54
C -0.132 -2.846 -2.610 -0.60
Cl 0.054 -3.642 -4.236 0.59
C -1.298 -1.765 -2.331 -0.06
C -1.332 -0.434 -3.122 -0.14
C -0.277 -0.023 -4.245 -0.23
S 1.309 0.689 -3.600 0.75
O 1.289 1.071 -2.144 -0.40
O 2.441 -0.277 -3.931 -0.41
C -2.503 0.564 -2.804 0.04
C -3.558 0.170 -1.746 -0.07
C -4.794 1.185 -1.458 -0.14
C -5.985 0.681 -2.448 -0.16
C -5.877 1.190 -3.931 -0.04
C -6.945 0.725 -4.957 -0.07
C -8.082 -0.225 -4.471 -0.05
C -8.177 -0.722 -2.997 -0.21
C -9.313 -1.732 -2.486 -0.11
C -7.108 -0.264 -1.942 0.00
C -3.541 -1.198 -0.936 -0.11
N -4.618 -1.412 -0.006 0.09
C -4.461 -2.701 0.584 -0.07
C -3.305 -3.708 0.320 -0.06
N -2.250 -3.459 -0.606 0.08
C -2.384 -2.178 -1.246 -0.11
H 1.703 -2.620 0.406 0.05
H -0.088 -2.955 0.642 0.09
H 0.442 -1.334 -0.199 0.09
H -0.095 -0.962 -4.901 0.09
H -0.781 0.744 -4.928 0.11
H 1.568 1.840 -4.376 0.07
H -2.618 1.583 -3.332 0.11
H -4.511 2.237 -1.799 0.11
H -5.134 1.166 -0.368 0.11
H -5.013 1.875 -4.237 0.09
H -6.816 1.092 -6.039 0.09
H -8.841 -0.580 -5.260 0.09
H -9.826 -1.322 -1.552 0.08
H -10.030 -2.032 -3.328 0.08
H -8.760 -2.700 -2.170 0.08
H -7.166 -0.619 -0.853 0.10
H -5.277 -3.028 1.332 0.11
H -3.303 -4.726 0.855 0.11
O 4.568 1.910 5.457 0.08
N 4.586 0.766 5.026 -0.33
O 5.008 -0.202 5.648 0.05
C 4.073 0.538 3.673 -0.14
C 3.618 1.618 2.918 0.00
C 3.154 1.400 1.625 -0.06
C 3.142 0.112 1.097 -0.06
C 3.588 -0.964 1.860 -0.07
C 4.057 -0.755 3.153 0.00
H 3.622 2.626 3.318 0.12
H 2.804 2.234 1.027 0.11
H 2.784 -0.054 0.085 0.10
H 3.574 -1.966 1.444 0.10
H 4.405 -1.602 3.735 0.12
O 6.030 -5.909 10.459 0.07
N 5.408 -4.873 10.264 -0.35
O 4.386 -4.558 10.858 0.07
C 5.918 -3.951 9.247 -0.15
C 7.059 -4.291 8.521 -0.01
C 7.527 -3.423 7.539 -0.07
C 6.860 -2.226 7.292 -0.07
C 5.728 -1.888 8.026 -0.07
C 5.251 -2.750 9.008 0.00
H 7.588 -5.220 8.704 0.12
H 8.410 -3.681 6.964 0.11
H 7.224 -1.553 6.521 0.10
H 5.215 -0.953 7.831 0.09
H 4.366 -2.476 9.572 0.12
O -1.967 7.219 -4.823 0.08
N -1.382 6.153 -4.948 -0.35
O -1.894 5.129 -5.384 0.06
C 0.025 6.094 -4.545 -0.14
C 0.636 7.227 -4.009 0.00
C 1.966 7.158 -3.605 -0.06
C 2.675 5.969 -3.742 -0.06
C 2.063 4.845 -4.287 -0.07
C 0.732 4.903 -4.691 -0.01
H 0.094 8.159 -3.897 0.12
H 2.448 8.032 -3.181 0.11
H 3.712 5.918 -3.420 0.11
H 2.622 3.921 -4.394 0.10
H 0.267 4.018 -5.112 0.11


Record 6
38
Properties=species:S:1:pos:R:3:lowdin_charge:R:1 method="wB97M-V/def2-TZVPD" homo_energy_ev="-1.93 / -2.14" multiplicity=5 s_squared=6.0197 relative_energy_kj_mol=343.22 gap_ev="5.294 / 5.507" e_lumo_ev="3.36 / 3.36" charge=-2
Co 0.679 -1.028 -1.382 0.12
F -0.951 -3.514 2.653 0.10
C -0.104 -3.569 1.613 -0.67
F -0.750 -4.010 0.566 0.15
F 0.872 -4.425 1.929 0.13
S 0.711 -1.911 1.447 0.73
O 1.571 -1.975 0.292 -0.35
O 1.347 -1.733 2.722 -0.26
N -0.606 -0.960 1.207 -0.28
S -1.488 0.854 -1.767 0.83
O -1.813 2.064 -2.558 -0.49
O -0.467 0.012 -2.541 -0.55
C -3.022 -0.224 -2.144 -0.71
F -3.749 0.287 -3.152 0.08
F -3.831 -0.204 -1.051 0.05
F -2.773 -1.491 -2.433 0.11
S 2.560 -3.179 -5.261 -0.07
As 2.341 -2.886 -3.152 -0.56
S 0.366 -3.318 -2.417 0.06
S 2.668 -0.819 -2.523 0.08
S 3.877 -4.201 -2.461 -0.08
Br -1.915 -0.528 3.886 0.82
C -1.083 0.767 2.799 -0.58
C -1.082 2.096 3.266 -0.18
C -0.479 3.052 2.521 -0.60
Br -0.551 4.842 3.167 0.75
C 0.212 2.755 1.325 -0.17
C 0.900 3.715 0.549 -0.04
C 1.597 3.309 -0.540 -0.02
C 1.601 1.943 -0.880 -0.11
N 0.938 1.040 -0.218 0.08
C 0.234 1.404 0.885 -0.14
C -0.498 0.410 1.614 -0.21
O -0.948 -1.262 -0.125 -0.33
H -1.560 2.343 4.202 0.09
H 0.884 4.756 0.838 0.07
H 2.149 4.017 -1.142 0.11
H 2.162 1.572 -1.732 0.06


Molecular weight across the listed records, respectively: 281.18 574.75 108.10 858.97 790.68 844.22 Da.